# 1
78
Properties=species:S:1:pos:R:3 method="wB97M-V/def2-TZVPD" orbital_gap_ev=8.020
C -3.6999 1.4494 3.4543
C -2.8631 1.9789 2.5719
C -1.5539 1.4188 2.1928
C -0.5704 0.9201 3.1457
C -0.7760 1.0208 4.6282
C 0.5987 0.3815 2.6727
Cl 1.7801 -0.3161 3.7040
C 0.8918 0.3628 1.2845
N 1.9993 -0.0971 0.6935
S 1.8160 0.1135 -0.8671
N 0.3567 0.7895 -0.9114
C -0.0484 0.8691 0.3613
C -1.2558 1.3792 0.8635
O -2.2162 1.8143 -0.1005
C -2.0686 3.0444 -0.4766
N -1.9793 4.1361 -0.8244
H -3.4593 0.5653 4.0215
H -4.6719 1.8836 3.6268
H -3.1731 2.8740 2.0498
H -1.5310 1.7545 4.8711
H -1.0339 0.0594 5.0659
H 0.1495 1.3522 5.0923
C 0.8359 -3.2898 0.5854
N 0.0259 -4.2387 1.3933
O -0.7991 -3.7835 2.1576
O 0.2571 -5.4230 1.2479
H 0.5284 -2.2851 0.8438
H 1.8776 -3.4619 0.8370
H 0.6530 -3.5080 -0.4621
C -0.4391 2.6957 -3.6579
N -0.3221 1.5497 -4.5993
O -1.1794 1.3965 -5.4471
O 0.6365 0.8181 -4.4535
H -1.3376 3.2484 -3.9035
H -0.4745 2.2734 -2.6582
H 0.4569 3.2975 -3.7730
C 3.9678 -7.0570 0.3723
N 3.4746 -5.6716 0.1494
O 2.7846 -5.4616 -0.8205
O 3.7897 -4.8379 0.9794
H 3.6036 -7.6792 -0.4354
H 5.0523 -7.0137 0.3919
H 3.5826 -7.3823 1.3335
C 3.7908 -3.8929 4.4631
N 4.3919 -2.7067 5.1361
O 3.6429 -1.9371 5.7021
O 5.5949 -2.5864 5.0609
H 2.7182 -3.8607 4.6114
H 4.0525 -3.8332 3.4102
H 4.2330 -4.7758 4.9139
C -2.0114 -1.6644 -4.1530
N -1.6019 -1.8638 -2.7374
O -0.6902 -2.6278 -2.5030
O -2.2092 -1.2307 -1.8956
H -1.3806 -2.2801 -4.7817
H -3.0563 -1.9478 -4.2320
H -1.8816 -0.6116 -4.3774
C -4.4796 -0.8821 -0.0233
N -5.3776 -0.4993 1.0981
O -6.3672 0.1548 0.8456
O -5.0451 -0.8617 2.2073
H -4.8912 -0.4877 -0.9436
H -3.5005 -0.4633 0.1884
H -4.4243 -1.9660 -0.0380
C -2.1774 7.4307 -1.9292
N -1.4768 8.7300 -2.1241
O -1.8467 9.6809 -1.4677
O -0.5750 8.7486 -2.9350
H -2.9519 7.5690 -1.1855
H -2.5921 7.1426 -2.8900
H -1.4430 6.7014 -1.6036
C 4.1214 1.3219 -3.7921
N 3.7736 2.6238 -3.1565
O 2.6676 3.0812 -3.3623
O 4.6226 3.1370 -2.4634
H 3.2674 0.9822 -4.3675
H 4.9891 1.4844 -4.4234
H 4.3615 0.6293 -2.9913

# 2
19
Properties=species:S:1:pos:R:3 method="wB97M-V/def2-TZVPD" de_lowest_ev=1.167 smiles=CO[C@@H](C)CCO orbital_gap_ev=10.791
C 1.6827 0.0984 1.4942
O 0.7930 0.4867 0.4764
C -0.0385 -0.5591 -0.0199
C -0.7146 -1.4348 1.0409
C -1.0687 0.1060 -0.9255
C -0.4559 1.1135 -1.8989
O -0.1206 2.3400 -1.2934
H 2.0602 -0.9280 1.3568
H 1.1234 0.1925 2.4273
H 2.5483 0.7704 1.4867
H 0.6203 -1.2038 -0.6253
H -1.4509 -0.8786 1.6326
H -0.0031 -1.9067 1.7265
H -1.2466 -2.2434 0.5259
H -1.8208 0.6236 -0.3145
H -1.5859 -0.6848 -1.4834
H 0.4197 0.6494 -2.3857
H -1.1793 1.3506 -2.6846
H 0.4375 2.1082 -0.5362

# 3
30
Properties=species:S:1:pos:R:3 method="wB97M-V/def2-TZVPD" total_charge=-1 orbital_gap_ev=7.041
C -0.6061 -1.0554 1.8210
Al -1.9907 -0.4246 0.5185
S -2.3819 1.8361 0.6994
S -3.9546 -1.5473 1.2040
C -4.4517 -0.7855 2.7543
O -3.6889 -2.9405 1.5626
O -5.0651 -1.3369 0.2756
H 0.4024 -0.8147 1.5071
H -0.7332 -2.1254 1.9500
H -0.8127 -0.5785 2.7770
H -1.6684 -0.8117 -0.9993
H -3.4167 1.9511 1.5330
H -5.2760 -1.3427 3.1772
H -3.5905 -0.8113 3.4130
H -4.7233 0.2431 2.5576
O 2.7297 -0.4601 0.0152
S 2.7893 0.8609 -0.5250
O 1.6246 1.6801 -0.5917
O 3.4552 0.7820 -1.9721
C 2.8627 -0.1538 -2.9007
C 1.5322 0.3195 -3.4521
C 4.0748 1.7639 0.2710
H 2.7672 -1.1265 -2.4156
H 3.5979 -0.2490 -3.6981
H 0.7693 0.3645 -2.6767
H 1.1891 -0.3701 -4.2235
H 1.6305 1.3154 -3.8847
H 4.9730 1.1538 0.2975
H 3.7229 1.9739 1.2781
H 4.2391 2.6899 -0.2725

For reference, LUMO by record: -1.4, 1.0, 2.2 eV.
For reference, max |F| by record: 0.50, 0.65, 0.98 eV/A.